# 1
Here is an isolated molecule of C3H5FN2O2 at a distorted geometry from the Open Molecules 2025 dataset. Energies are from ωB97M-V/def2-TZVPD.

Calculated values
Lowest unoccupied orbital energy ... 0.29 eV
SMILES ... NC(=O)N(O)/C=C/F
Gap between HOMO and LUMO ... 9.63 eV
ΔE to the lowest compared entry with this formula, charge and spin ... 460.2 kJ/mol
HOMO ... -9.3 eV
Electronic energy ... -12979.8941 eV

Atoms and positions in Å:
C 0.972 -0.854 0.675
C -0.712 0.844 -0.124
C -1.041 0.649 -1.393
H 1.151 -0.257 -1.001
H 0.086 -1.647 -0.845
H 0.735 -0.315 2.389
H -1.288 1.651 0.360
H -0.971 -0.186 -2.049
N 0.975 -1.173 -0.577
N -0.134 -0.031 0.899
O 1.580 -1.180 1.676
O 0.270 0.688 2.090
F -1.623 1.810 -2.100

natural (NBO) population analysis, charges in e, atoms 1 to 8: C 0.78; C -0.13; C 0.16; H 0.40; H 0.41; H 0.48; H 0.26; H 0.19

---

# 2
Here is a structure of composition CF11N4O19S9V at a distorted geometry from the Open Molecules 2025 dataset. Energies are from ωB97M-V/def2-TZVPD.

Calculated values
Charge ... -1
Lowest unoccupied orbital energy (alpha / beta) ... -1.14 / -5.17 eV
Expectation value of S² ... 3.7718
Gap between HOMO and LUMO (alpha / beta) ... 6.51 / 2.49 eV
HOMO (alpha / beta) ... -7.6 / -7.7 eV
2S+1 ... 4
Electronic energy ... -198986.2874 eV

Atoms and positions in Å:
V -14.678 -13.786 -19.923
C -14.357 -9.450 -21.186
F -15.340 -9.875 -21.869
F -13.737 -8.539 -21.882
F -14.835 -8.913 -20.106
S -13.116 -10.826 -20.808
O -12.471 -11.101 -22.084
O -12.148 -10.275 -19.839
O -13.912 -11.935 -20.353
N -15.602 -13.284 -18.193
S -15.494 -13.359 -16.624
O -16.632 -13.762 -15.807
O -14.541 -12.437 -16.082
F -14.602 -14.733 -16.620
S -16.931 -12.163 -18.015
O -16.810 -10.963 -17.358
O -18.262 -12.741 -18.163
F -16.631 -11.644 -19.487
N -16.630 -17.975 -18.912
S -16.866 -16.487 -19.583
O -18.032 -16.347 -20.449
O -15.718 -15.579 -19.727
F -17.339 -15.835 -18.219
S -16.711 -18.809 -20.129
O -15.712 -18.449 -21.125
O -18.074 -19.144 -20.566
F -16.080 -20.143 -19.477
N -15.621 -13.761 -21.664
S -15.154 -14.421 -23.264
O -15.252 -13.534 -24.381
O -15.333 -15.849 -23.356
F -13.588 -14.421 -22.917
S -16.990 -13.404 -22.290
O -17.782 -14.410 -22.923
O -17.093 -12.019 -22.611
F -17.633 -13.489 -20.788
N -12.838 -14.506 -19.712
S -12.142 -15.924 -20.488
O -11.874 -17.129 -19.801
O -11.376 -15.767 -21.735
F -13.588 -16.403 -21.104
S -11.401 -14.235 -19.250
O -10.612 -13.525 -20.240
O -10.781 -15.019 -18.234
F -11.872 -13.000 -18.317

natural (NBO) population analysis, charges in e, atoms 1 to 8: V 1.68; C 0.75; F -0.30; F -0.31; F -0.31; S 2.31; O -0.94; O -0.92

---

# 3
Here is a structure of composition C33H94NO27V at a distorted geometry from the Open Molecules 2025 dataset. Energies are from ωB97M-V/def2-TZVPD.

Calculated values
Charge ... +1
Lowest unoccupied orbital energy (alpha / beta) ... -2.23 / -2.29 eV
Expectation value of S² ... 3.7548
Gap between HOMO and LUMO (alpha / beta) ... 7.52 / 9.06 eV
HOMO (alpha / beta) ... -9.7 / -11.4 eV
2S+1 ... 4
Electronic energy ... -118194.8065 eV

Atoms and positions in Å:
V 15.715 13.745 11.593
C 13.891 16.372 15.456
C 15.198 15.657 15.132
C 15.950 15.351 16.450
C 15.156 14.425 17.323
C 15.270 13.105 16.586
C 14.625 13.090 15.222
N 15.067 14.295 14.477
O 14.359 14.355 13.201
C 13.132 12.769 15.280
C 15.246 11.800 14.617
C 16.208 16.482 14.352
H 13.442 16.512 14.491
H 14.263 17.346 15.831
H 13.266 15.891 16.190
H 16.119 16.313 16.914
H 16.907 14.916 16.147
H 14.081 14.680 17.395
H 15.503 14.436 18.354
H 14.910 12.226 17.157
H 16.336 12.959 16.412
H 12.722 12.622 14.278
H 12.563 13.589 15.698
H 12.963 11.893 15.901
H 14.633 11.363 13.811
H 15.354 11.131 15.461
H 16.246 12.100 14.267
H 17.176 16.013 14.460
H 16.219 17.395 14.900
H 15.937 16.545 13.296
O 19.087 16.645 12.445
H 19.449 17.490 12.146
H 19.844 16.140 12.789
O 17.021 13.851 13.056
H 16.116 14.147 13.896
H 17.950 13.936 13.326
C 16.368 16.509 10.020
C 15.691 16.876 8.749
O 14.347 17.343 9.023
O 15.532 15.563 10.703
H 16.475 17.380 10.699
H 17.386 16.152 9.887
H 15.661 16.062 7.998
H 16.215 17.743 8.288
H 13.806 16.740 9.553
H 14.869 16.050 11.212
C 9.954 18.372 14.580
C 10.493 17.197 15.348
O 10.810 17.617 16.633
O 9.130 19.011 15.579
H 9.387 17.930 13.754
H 10.700 19.092 14.228
H 11.362 16.791 14.874
H 9.733 16.402 15.354
H 10.003 18.038 16.962
H 8.797 19.823 15.183
C 19.513 14.695 19.197
C 19.409 13.832 20.482
O 18.639 12.646 20.094
O 20.319 14.021 18.217
H 20.058 15.575 19.639
H 18.532 15.026 18.776
H 18.879 14.269 21.316
H 20.500 13.733 20.730
H 18.483 12.050 20.834
H 21.169 13.735 18.544
C 19.743 10.375 16.965
C 18.792 11.541 16.714
O 19.343 12.571 15.881
O 20.191 9.875 15.712
H 19.267 9.574 17.544
H 20.588 10.763 17.558
H 18.435 12.006 17.643
H 17.946 11.100 16.182
H 19.629 13.248 16.496
H 20.717 10.540 15.246
C 9.952 12.342 12.507
C 10.640 13.704 12.356
O 10.447 14.583 13.462
O 10.672 11.509 13.457
H 9.982 11.868 11.510
H 8.889 12.483 12.722
H 10.312 14.154 11.416
H 11.708 13.446 12.223
H 10.379 14.071 14.277
H 10.428 11.839 14.356
C 11.940 8.439 13.340
C 12.501 8.388 14.760
O 11.851 7.457 15.606
O 10.581 8.741 13.384
H 12.004 7.472 12.838
H 12.550 9.176 12.770
H 12.383 9.417 15.173
H 13.562 8.145 14.769
H 10.993 7.265 15.208
H 10.513 9.718 13.508
C 12.174 11.058 19.072
C 11.948 12.585 19.160
O 10.918 13.050 18.251
O 10.902 10.458 19.261
H 12.919 10.677 19.757
H 12.505 10.789 18.053
H 12.927 13.009 18.865
H 11.671 12.912 20.176
H 10.164 12.453 18.375
H 10.910 9.925 20.058
C 13.490 18.175 12.511
C 13.334 19.302 11.528
O 14.549 19.473 10.809
O 13.391 16.894 11.880
H 12.811 18.241 13.347
H 14.498 18.373 12.858
H 13.168 20.242 12.039
H 12.506 19.210 10.826
H 14.648 18.751 10.176
H 13.242 16.190 12.548
C 13.666 11.728 10.843
C 14.952 10.909 10.798
O 15.987 11.705 11.467
O 13.988 13.069 10.397
H 13.224 11.784 11.841
H 12.938 11.232 10.182
H 15.263 10.768 9.753
H 14.798 9.926 11.218
H 16.446 11.185 12.170
H 13.525 13.398 9.619
C 8.374 12.927 16.107
C 7.884 11.655 16.693
O 8.462 11.445 17.984
O 9.724 12.780 15.668
H 8.363 13.776 16.778
H 7.789 13.201 15.230
H 8.194 10.804 16.081
H 6.784 11.630 16.732
H 8.504 10.499 18.207
H 10.316 12.820 16.427
C 14.805 12.885 21.789
C 15.365 14.227 21.677
O 14.828 15.100 22.655
O 15.252 12.163 22.903
H 15.256 12.354 20.937
H 13.693 13.006 21.674
H 15.168 14.573 20.654
H 16.452 14.069 21.805
H 15.435 15.810 22.828
H 14.799 12.438 23.703
C 14.453 19.025 18.225
C 15.093 20.020 17.233
O 14.485 20.030 15.984
O 13.060 19.191 18.073
H 14.834 19.293 19.214
H 14.740 17.980 17.950
H 16.132 19.733 17.097
H 15.056 20.937 17.820
H 13.538 20.034 16.156
H 12.470 18.535 17.718

Löwdin population analysis, charges in e, atoms 1 to 8: V 0.93; C 0.01; C -0.44; C -0.14; C -0.15; C -0.15; C -0.45; N -0.08

---

# 4
Here is a structure of composition C7H25AgN7O6 at a distorted geometry from the Open Molecules 2025 dataset. Energies are from ωB97M-V/def2-TZVPD.

Calculated values
Charge ... -1
Lowest unoccupied orbital energy ... 2.22 eV
Gap between HOMO and LUMO ... 4.91 eV
ΔE to the lowest compared entry with this formula, charge and spin ... 356.9 kJ/mol
HOMO ... -2.7 eV
Electronic energy ... -34380.1690 eV

Atoms and positions in Å:
Ag -1.344 0.174 0.884
O -2.954 -1.642 0.939
H -3.175 -0.714 0.734
O -2.884 0.624 2.633
H -3.446 1.395 2.750
C 0.267 -3.602 0.662
O 1.396 -3.931 0.253
N -0.546 -2.706 0.085
N -0.230 -4.083 1.837
H -1.513 -2.390 0.320
H -0.065 -2.089 -0.545
H -1.182 -3.898 2.109
H 0.299 -4.811 2.284
C -1.921 3.081 -0.946
O -1.541 2.356 -0.034
N -2.389 2.602 -2.119
N -2.043 4.436 -0.790
H -2.461 1.595 -2.123
H -2.591 3.168 -2.917
H -1.673 4.881 0.029
H -2.093 4.965 -1.643
C -0.616 -0.856 -2.732
O -0.211 -0.534 -1.617
N -0.373 -0.191 -3.886
N -1.296 -2.022 -2.926
H -0.730 -0.426 -4.790
H 0.190 0.642 -3.859
H -1.600 -2.660 -2.208
H -1.427 -2.361 -3.860
C 2.538 1.671 2.952
C 1.652 1.334 1.737
C 2.411 0.973 0.467
O 3.034 -0.284 0.607
C 3.008 -1.096 -0.533
N 0.724 0.256 2.161
H 2.856 0.730 3.396
H 2.014 2.361 3.618
H 3.431 2.282 2.765
H 0.991 2.156 1.449
H 3.159 1.739 0.236
H 1.640 1.023 -0.311
H 3.209 -2.112 -0.193
H 3.729 -0.815 -1.316
H 2.020 -1.098 -1.003
H 0.321 0.353 3.091
H 1.413 -0.476 2.354

natural (NBO) population analysis, charges in e, atoms 1 to 8: Ag 0.88; O -1.29; H 0.41; O -1.35; H 0.40; C 0.77; O -0.75; N -0.92